The following is a quantum chemistry calculation of a cluster of 2 separate species, C3H8ClN2O in total in a non-equilibrium geometry, from the OMol25 dataset.

Computed properties:
electronic energy: -763.6210 Ha
strongest force on any atom: 1.54 eV/A
multiplicity: 1
charge: +1
orbital gap (spin up / spin down): 6.6 / 10.1 eV

```
15
Properties=species:S:1:pos:R:3:forces:R:3
H 0.89400 2.45712 1.42886 -0.1783 -0.0605 0.0618
C -0.43378 -0.53792 0.52384 0.3142 -0.1904 -0.1450
O 0.92746 -0.43476 0.91298 -0.0036 -0.3574 0.0521
H -1.81773 -2.51158 -1.46376 -0.1237 -0.0533 -0.1499
H -1.15643 -0.75077 1.29319 -0.2890 -0.2791 0.1058
H 0.15910 1.22669 -1.55178 -0.0164 -0.1329 0.0192
N 0.72068 1.37682 -0.72657 0.0213 -0.0090 -0.2248
H -0.21399 -3.31212 -0.92087 0.0862 -0.1376 -0.0176
Cl -0.00922 -2.09720 -2.93363 0.4361 0.2918 -0.8563
N 0.15912 1.75451 1.56353 0.0554 -0.5870 -0.1378
H -0.75357 2.22124 1.51639 0.2439 -0.0626 -0.0293
C -0.76135 -2.66935 -1.58648 -0.3268 0.4301 1.4440
H 1.70705 1.28961 -0.93248 0.0397 -0.0094 0.0184
H 0.27321 1.30208 2.47809 -0.0658 0.1371 -0.1468
C 0.30545 0.68563 0.39869 -0.1933 1.0200 0.0061
```
Positions in Å, forces in eV/Å.

---

The following is a quantum chemistry calculation of a cluster of 2 separate species, C5H14 in total in a non-equilibrium geometry, from the OMol25 dataset.

Computed properties:
electronic energy: -198.8736 Ha
strongest force on any atom: 1.84 eV/A
multiplicity: 1
structure (SMILES): CCC.CC
orbital gap: 12.3 eV

```
19
Properties=species:S:1:pos:R:3:forces:R:3
H 1.24958 0.68584 -0.05206 -0.2377 0.1287 -0.3199
H 3.75806 1.51312 -1.33710 0.3832 -0.4151 -0.3977
H -1.20214 -1.63991 -0.40492 -0.0286 0.3006 0.0375
H -1.99887 -0.75534 2.47714 -0.4976 -0.0949 -0.4231
H 3.38426 -0.24445 -1.40510 0.0654 -0.0130 0.0314
H -2.87584 -1.44965 0.06276 0.0696 0.4780 -0.4760
H -0.87431 0.90374 0.36259 0.2278 -0.0705 0.0671
H 1.58954 2.20749 -0.84164 0.1267 -0.0533 -0.1709
H -2.59366 1.09686 0.14676 -0.2826 -0.4381 0.7634
C -1.54512 -1.37175 1.69435 1.4142 0.7704 -0.2961
C -1.87010 -1.03344 0.21931 -0.9031 -0.8739 1.3395
H -0.48184 -1.13435 1.78748 0.1962 -0.0992 0.2758
H 1.18330 0.75418 -1.80428 0.1329 0.1576 -0.0996
H 3.58676 0.66136 0.12504 -0.1797 -0.3215 0.2008
C -1.74977 0.44477 -0.08012 -0.4222 0.5223 -1.2681
C 3.19596 0.69129 -0.88776 -0.0190 1.3553 -0.4104
H -1.71556 0.61239 -1.16500 0.4773 -0.1901 0.0490
H -1.62256 -2.41920 1.94809 -0.3454 -0.2860 -0.0569
C 1.72619 1.12949 -0.93762 -0.1773 -0.8575 1.1541
```
Positions in Å, forces in eV/Å.

---

The following is a quantum chemistry calculation of a cluster of 14 separate species, C27H36Cl39FI2N3 in total in a non-equilibrium geometry, from the OMol25 dataset.

Computed properties:
electronic energy: -19857.0174 Ha
strongest force on any atom: 5.08 eV/A
multiplicity: 1
charge: +1
orbital gap: 8.2 eV

```
108
Properties=species:S:1:pos:R:3:forces:R:3
C 2.32710 -6.16999 0.02465 1.7486 -0.1665 0.0938
C -0.87690 -3.11912 -1.05248 -0.8103 -0.6231 -0.0602
Cl -2.28319 -2.43199 7.87688 -0.0159 0.0708 -0.1476
H 2.58264 -7.52225 -1.79634 0.4267 0.9721 0.7074
C 7.31007 1.05134 -1.49794 0.0385 0.0603 -0.0959
H -9.34630 1.93017 -5.22594 -0.1535 -0.0294 0.0543
H 4.66979 -3.46772 3.44668 1.1586 0.5056 -0.4569
Cl 3.60473 -2.74018 6.10383 -0.0498 0.0111 0.0809
C -0.17193 -3.86073 0.14747 0.8755 1.0615 -0.2287
H -0.87339 2.71002 10.25365 -0.0931 -0.0220 -0.1183
H 2.88599 -0.74678 -1.24552 -0.7583 0.6062 1.0285
C 1.35879 -3.60451 0.26775 2.1048 -2.2162 -0.3157
C 3.41602 -2.69512 0.54460 2.3895 0.7600 -0.3792
Cl 4.69791 -2.73410 8.79479 -0.0102 -0.0830 -0.1708
Cl -6.09896 4.52639 -3.99540 0.0266 -0.0793 -0.1756
C -10.33970 1.73459 -4.82956 0.0337 0.0052 0.0756
Cl 2.33252 0.60334 5.68925 0.0954 0.1178 0.0782
C -0.02577 10.19351 -3.70515 -0.0934 0.0133 -0.1038
Cl -1.62446 6.54983 -5.17998 0.0184 -0.0475 -0.0426
C 2.14951 -0.12849 -0.65328 -0.8731 -0.4191 -0.7878
N 3.67756 -4.05872 0.37966 -4.3236 2.6650 -0.0745
H 0.23188 -0.31360 -1.88808 0.8526 0.6981 0.3502
H -0.04215 5.06988 -6.08031 -0.1456 0.0169 -0.0205
C -5.64621 3.18235 -5.04655 -0.0664 0.1123 0.0593
H 0.36423 -3.19522 -2.95961 -0.7726 -0.8388 0.6852
C 1.06145 0.41464 -1.66920 0.8255 0.8877 0.0212
H 3.36097 -1.17180 3.78196 0.8965 0.3707 -0.8539
Cl -0.11663 4.30391 -0.21195 -0.0536 0.0240 -0.0116
H 6.27377 0.76429 -1.65344 0.1203 0.0497 0.0640
I -1.07487 -3.12974 2.02784 0.3400 -0.3968 -0.5691
Cl 6.44513 -3.21239 6.52317 -0.1256 -0.0932 -0.0254
Cl 0.64211 8.68874 -3.05860 0.0103 0.0950 0.0128
H 4.63446 -4.51539 7.26293 0.1767 0.7697 0.2060
C 4.24507 -6.73504 4.21234 0.1080 -0.0357 0.0993
C 0.01943 5.01541 -1.82613 0.1771 0.1113 -0.1750
C 4.11036 -0.65714 3.10127 1.1167 -0.1501 -0.1288
Cl -4.43307 4.10058 -0.98188 0.1396 0.0314 0.1323
Cl 0.08630 10.21542 -5.46835 0.0216 0.0111 0.1315
Cl 0.01379 2.34600 5.54204 0.2349 0.0950 -0.0639
Cl 1.80743 2.13123 3.26593 0.0229 0.0657 0.1360
Cl -2.09624 4.05388 -6.59851 0.0774 -0.0399 0.0138
Cl 8.33871 -0.06734 -2.40077 -0.1034 0.0274 0.0571
H 0.40320 -1.01314 0.53787 1.1524 -0.1173 -0.0590
N 2.07068 -2.35942 0.46405 1.2496 -3.0525 0.0429
C 1.68666 2.11518 5.03355 -0.3215 0.0615 0.0217
Cl -4.81769 6.36025 0.80534 0.1267 -0.0574 -0.0728
Cl -10.79377 3.08068 -3.77938 0.0725 -0.0754 -0.1001
H -4.65327 3.37736 -5.44125 -0.1367 -0.0171 0.0512
H -0.35792 -4.96471 0.12587 0.3007 1.1337 0.0122
C 4.61815 -1.72977 2.10098 0.8156 -0.4545 0.3813
H 4.05100 -7.79929 4.31072 -0.0006 0.1434 -0.0272
Cl 3.03926 -6.04489 3.11724 -0.0010 0.0314 0.4715
Cl -1.70270 10.40092 -3.18544 0.1044 -0.0149 0.0007
C -3.65868 5.47761 -0.19314 -0.1555 -0.1026 0.1041
Cl -0.49530 -1.05154 6.05093 -0.1170 -0.1184 -0.0262
C 1.52157 -0.97984 0.56194 1.2816 1.1690 -0.3046
H -0.43535 -4.82769 -2.51036 0.1106 1.0859 0.2340
Cl -10.11323 -0.07520 -10.17500 -0.0727 -0.0023 0.0815
C 2.37738 -4.62017 0.21613 -1.7578 0.1436 0.2253
C 4.82163 -3.44172 7.18255 0.1105 0.1663 0.4362
Cl 5.87175 -6.52421 3.55370 -0.1020 -0.0386 0.0321
Cl 7.65698 0.95639 0.23349 -0.0710 -0.0229 -0.0138
H -2.82969 -0.87376 6.20968 0.0901 -0.1033 -0.0007
H 4.02350 -6.40638 -1.44992 -1.2654 -0.3102 0.3209
Cl -3.21368 2.85461 10.34334 0.1510 -0.0214 -0.0380
C -1.00974 5.43898 -6.40825 0.0100 0.1856 -0.0119
H 4.97177 -0.33082 3.76610 -1.0840 -0.3418 -0.6228
C 5.40049 -2.95811 2.74435 -1.4820 0.5797 -0.6625
H 1.59405 0.67043 -2.63772 -0.6981 -0.3759 1.0620
Cl -1.42347 3.93182 8.32327 0.0058 -0.0278 0.1379
Cl -11.46333 1.59934 -6.18837 0.0574 0.0359 0.0090
C -1.66735 2.64804 9.51536 -0.1648 0.0333 -0.0224
Cl -6.76849 3.04793 -6.40566 0.0678 -0.0175 0.0227
Cl -0.79288 6.27348 -7.94922 0.0086 -0.0928 0.1349
H 0.55817 11.02186 -3.31506 -0.0784 -0.1205 -0.0415
H 2.50775 -5.73227 -2.13965 0.3261 -1.0217 0.7438
Cl -1.58271 1.05950 8.73837 0.0698 0.0706 0.1030
H 4.57052 -4.54520 0.40536 -0.3774 0.4532 0.0031
Cl -11.53528 -2.47823 -9.36650 -0.0078 0.1106 0.0377
Cl -10.28542 0.22283 -3.91467 0.0434 0.0742 -0.0739
F 1.07823 -6.75626 0.31129 1.0579 0.9706 -0.6115
C 2.89661 -6.51150 -1.40948 -0.7203 0.6991 -0.7094
Cl -12.96494 -0.31775 -10.68348 0.0713 0.0012 0.1057
Cl 1.64362 5.65963 -2.08734 -0.0463 -0.1210 0.0502
C -11.64565 -0.72712 -9.58117 -0.0232 -0.0317 -0.0673
H 6.29800 -2.54360 3.27540 -0.9027 -0.5118 -0.3191
H 0.68087 1.40815 -1.28135 -0.0400 -1.3228 -0.4530
Cl 7.52253 2.70364 -2.08443 -0.0734 -0.1344 0.0582
I 3.31590 1.59138 0.05677 -0.3698 -0.5567 -0.4741
Cl -5.59473 1.66867 -4.13163 0.0350 0.0414 -0.0321
H 5.70618 -3.67383 1.92623 -0.1427 0.9186 1.0983
H 3.62440 0.23327 2.62903 0.6361 -0.9709 0.2786
H -2.86783 5.10367 0.45038 -0.0722 0.0797 -0.1144
H -1.40475 -3.44867 -3.15119 1.0581 -0.3430 0.7048
Cl -2.50899 -2.86765 5.01111 -0.1425 0.0238 0.1566
Cl 4.11943 -5.99624 5.81409 -0.1560 -0.8110 -0.6384
N 4.41409 -1.68480 0.77911 -3.1704 -1.0555 1.8702
H -11.85586 -0.27761 -8.61506 0.0476 -0.0697 -0.1213
H 3.06380 -6.60639 0.78700 -1.2258 0.5468 -1.1042
H -0.68974 5.83713 -1.89883 0.2026 -0.2347 0.0063
H -1.99174 -3.28459 -0.91286 1.3126 0.1768 -0.0004
H 2.28030 2.93621 5.42511 -0.0419 -0.1248 -0.0749
H -0.75126 -1.99451 -0.99540 0.0747 -1.3878 -0.1185
H 1.85593 -0.50532 1.53418 -0.5453 -0.8195 -1.0331
Cl -0.38357 3.82161 -3.06586 -0.0365 0.0079 0.0649
Cl -2.93490 6.54843 -1.40200 -0.1740 0.1378 0.0458
C -0.52510 -3.70863 -2.48162 -0.4946 0.9584 -0.3891
C -2.12333 -1.69635 6.27968 0.0329 -0.0123 0.1472
```
Positions in Å, forces in eV/Å.